Computed, not measured: a cluster of 7 separate species, C19H56N4O7 in total at a distorted geometry, with ωB97M-V/def2-TZVPD.

Cartesian coordinates (Å):
C 5.10 4.92 1.49
C 3.76 5.77 1.16
C 2.61 4.90 0.96
O 2.71 4.10 -0.21
C 1.56 3.15 -0.30
N 3.57 6.64 2.30
H 4.93 4.25 2.26
H 6.00 5.62 1.59
H 5.28 4.35 0.75
H 3.83 6.23 -0.05
H 1.73 5.47 0.68
H 2.42 4.12 1.63
H 1.23 2.55 0.53
H 1.84 2.32 -1.09
H 0.66 3.40 -0.81
H 2.80 7.54 2.11
H 3.31 6.18 3.18
C -0.47 0.81 3.97
C -1.11 -0.55 4.08
C -2.46 -0.66 3.41
O -3.51 0.02 4.08
C -4.60 0.24 3.32
N -0.11 -1.45 3.47
H 0.25 1.02 4.44
H -1.09 1.47 4.50
H -0.25 1.44 2.93
H -1.17 -0.61 5.14
H -2.76 -1.60 3.02
H -2.24 -0.09 2.39
H -5.07 -0.69 3.11
H -4.29 0.87 2.41
H -5.32 0.75 3.73
H 0.84 -1.29 4.01
H -0.35 -2.45 3.58
C -3.16 -2.07 -0.10
C -2.35 -3.32 -0.02
C -3.08 -4.49 0.60
O -3.31 -4.25 2.01
C -4.28 -5.10 2.59
N -1.97 -3.62 -1.37
H -2.39 -1.49 -0.66
H -3.12 -1.49 0.92
H -3.96 -2.08 -0.70
H -1.35 -3.06 0.50
H -2.37 -5.20 0.69
H -4.03 -4.75 0.21
H -5.31 -4.87 2.20
H -4.13 -5.12 3.53
H -4.17 -6.03 2.56
H -1.48 -4.59 -1.45
H -1.36 -2.97 -1.80
C -1.15 0.82 -5.84
C 0.20 0.59 -5.11
C -0.04 0.77 -3.58
O -0.63 1.93 -3.20
C -1.42 1.91 -2.05
N 0.78 -0.75 -5.41
H -1.77 -0.04 -5.44
H -0.98 0.52 -6.90
H -1.61 1.68 -5.66
H 0.95 1.37 -5.36
H 1.09 0.77 -3.28
H -0.78 -0.05 -3.54
H -2.06 0.99 -2.22
H -2.02 2.81 -1.97
H -0.72 1.63 -1.11
H 0.25 -1.57 -4.79
H 1.69 -1.02 -5.21
C 4.53 -0.36 -0.01
O 5.58 -0.62 -0.92
H 4.14 0.70 0.13
H 4.84 -0.69 0.99
H 3.68 -0.95 -0.32
H 6.05 -0.97 -0.35
C 0.76 -0.72 -0.09
O -0.23 -0.27 0.73
H 1.44 0.12 -0.18
H 0.36 -1.08 -1.02
H 1.20 -1.50 0.39
H -0.18 -0.54 1.69
C 1.66 -3.21 -2.71
O 0.33 -3.17 -3.19
H 2.41 -2.54 -3.35
H 1.78 -4.33 -2.91
H 1.73 -3.14 -1.62
H 0.31 -3.40 -4.08

Output
lowest unoccupied orbital energy	0.46	eV
electronic energy	-40888.1754	eV
SMILES	COC[C@H](C)N.COC[C@H](C)N.COC[C@H](C)N.COC[C@H](C)N.CO.CO.CO
F_max	0.2552	hartree/bohr
frontier orbital gap	9.24	eV
HOMO energy	-0.322	hartree

Atomic partial charges in e from the Mulliken method, atoms 1 to 4:
1 C -1.558
2 C 0.361
3 C -0.587
4 O -0.363